(1)
{
  "formula": "C12H39N3O6",
  "method": "ωB97M-V/def2-TZVPD",
  "symbols": ["C", "O", "C", "C", "C", "N", "H", "H", "H", "H", "H", "H", "H", "H", "H", "H", "H", "C", "O", "C", "C", "C", "N", "H", "H", "H", "H", "H", "H", "H", "H", "H", "H", "H", "C", "O", "C", "C", "C", "N", "H", "H", "H", "H", "H", "H", "H", "H", "H", "H", "H", "O", "H", "H", "O", "H", "H", "O", "H", "H"],
  "xyz": [[3.213941, 0.577175, 5.486915], [4.004291, 1.690265, 6.022945], [4.085561, 1.783985, 7.418385], [5.010981, 2.971895, 7.947705], [6.428001, 2.676325, 7.322055], [5.167121, 3.021915, 9.379315], [2.904731, 0.751055, 4.456265], [2.450781, 0.348095, 6.230695], [3.852701, -0.305945, 5.473195], [3.132051, 1.930625, 7.925735], [4.421411, 0.816115, 7.790575], [4.726701, 3.935425, 7.524735], [7.177851, 3.404545, 7.631135], [6.425511, 2.734225, 6.233595], [6.723611, 1.713265, 7.738255], [5.827621, 3.716905, 9.696845], [5.699811, 2.191075, 9.593915], [-6.806239, -1.939785, -1.053415], [-6.290449, -1.170635, 0.044965], [-5.457399, -1.745675, 1.023315], [-4.019239, -2.032185, 0.496335], [-3.115639, -2.596115, 1.522235], [-3.310899, -0.830695, 0.129005], [-7.563959, -2.687435, -0.818945], [-6.030939, -2.510195, -1.564915], [-7.242919, -1.369965, -1.873605], [-5.205699, -0.996515, 1.773985], [-5.917289, -2.580455, 1.552225], [-4.213249, -2.810745, -0.241435], [-2.828189, -1.862465, 2.275375], [-2.239079, -2.988485, 1.006685], [-3.483469, -3.409015, 2.148325], [-3.200529, -1.057795, -0.848925], [-3.959809, -0.056905, 0.145775], [-0.717869, 0.975745, -8.617825], [-1.134789, -0.431375, -8.322085], [-0.575489, -1.221395, -7.282755], [-1.376199, -1.221815, -5.942455], [-2.887589, -1.361405, -6.005785], [-1.088059, -0.015795, -5.171365], [-0.901699, 1.563385, -7.718385], [-1.295899, 1.376515, -9.450505], [0.345871, 0.894245, -8.841255], [-0.655459, -2.232055, -7.683105], [0.493561, -1.027615, -7.195035], [-1.148589, -2.147275, -5.413475], [-3.384479, -1.143785, -5.060345], [-3.222049, -2.373525, -6.233485], [-3.328589, -0.701355, -6.752745], [-1.440329, 0.742985, -5.737275], [-0.095449, 0.150425, -5.086435], [4.254931, 1.698555, -0.310375], [3.350541, 1.417975, -0.170465], [4.206901, 2.302615, -1.051355], [0.669241, 0.234765, -0.141775], [-0.152629, 0.071075, 0.320795], [0.401551, 0.476625, -1.028395], [2.720411, 0.204465, -3.631055], [3.297071, 0.964965, -3.704215], [3.297411, -0.508845, -3.358105]],
  "atomic_forces_ev_per_a": [[1.5, 0.4, 1.7], [-0.5, 0.4, -1.2], [-0.1, 0.5, 1.4], [2.1, -0.9, -2.7], [-0.7, 0.6, 0.2], [-0.7, -0.8, 0.7], [-0.2, 0.5, 0.4], [-0.6, 0.1, -0.5], [0.2, -0.2, -0.1], [-0.6, 0.1, -0.3], [0.6, -0.1, 0.4], [-0.7, -0.1, 0.2], [-0.1, 0.2, 0.3], [-0.1, -0.6, 0.0], [0.2, -0.2, -0.5], [-0.2, 0.7, -0.5], [-0.2, -0.6, 0.4], [0.8, -0.9, 0.0], [-1.0, 0.6, -0.9], [1.5, 0.2, -0.1], [-2.0, -1.2, 1.8], [0.5, -1.6, 1.7], [-0.4, 0.0, -2.0], [-0.1, 0.1, 0.8], [0.4, -0.1, 0.1], [0.1, 0.9, 0.6], [-0.9, 0.5, 0.2], [0.0, -0.3, -0.2], [0.7, 0.3, -0.9], [0.2, 0.3, -0.4], [0.3, 0.2, 0.2], [-0.4, -0.5, -0.3], [0.7, 1.1, -0.6], [-0.2, 0.3, -0.2], [0.1, -2.4, 1.6], [-0.7, 1.5, -1.0], [-1.1, -0.5, -0.5], [0.4, 0.2, 0.0], [-0.8, 0.1, -0.9], [-0.1, 0.0, 0.3], [0.2, 0.3, -0.2], [0.0, -0.5, 0.1], [0.0, 0.6, -0.1], [0.1, -0.2, -0.1], [0.1, 0.2, 0.6], [1.1, 0.2, 0.4], [0.5, 0.2, 0.2], [0.3, -0.1, -0.3], [0.0, 0.1, -0.1], [-0.2, 0.4, 0.1], [0.3, -0.1, 0.1], [0.3, 0.0, 0.0], [-0.4, -0.2, 0.1], [0.0, 0.2, -0.1], [0.4, 0.1, 0.1], [-0.3, -0.1, 0.2], [0.0, 0.0, -0.3], [-0.3, 0.1, -0.1], [0.1, 0.2, 0.0], [0.1, -0.2, 0.1]],
  "lowdin_charge": [-0.055, -0.205, -0.225, -0.399, -0.078, 0.021, 0.087, 0.080, 0.078, 0.112, 0.116, 0.132, 0.064, 0.070, 0.071, 0.070, 0.061, -0.091, -0.180, -0.193, -0.481, -0.102, 0.054, 0.081, 0.072, 0.085, 0.125, 0.126, 0.128, 0.081, 0.082, 0.074, 0.079, 0.076, -0.035, -0.224, -0.194, -0.424, -0.079, 0.037, 0.064, 0.082, 0.079, 0.115, 0.118, 0.126, 0.072, 0.074, 0.073, 0.054, 0.060, -0.052, 0.016, 0.022, -0.055, 0.020, 0.027, -0.052, 0.025, 0.035],
  "total_charge": 0,
  "smiles": "COC[C@H](C)N.COC[C@H](C)N.COC[C@H](C)N.O.O.O",
  "e_tot_ha": -1096.15433,
  "lumo_energy_ev": 0.4585,
  "spin_multiplicity": 1,
  "gap_ev": 9.417
}

=====

(2)
{
  "formula": "C4H15N2O",
  "method": "ωB97M-V/def2-TZVPD",
  "symbols": ["N", "C", "C", "C", "N", "C", "H", "H", "H", "H", "H", "H", "H", "H", "H", "H", "H", "H", "H", "H", "H", "O"],
  "xyz": [[-0.312042, 0.065435, 1.585961], [-0.223069, 0.697046, 0.192335], [-1.561661, 1.393003, -0.122929], [0.360907, -0.237959, -0.860544], [1.657956, 0.142816, -1.344911], [2.840077, -0.036104, -0.463032], [-1.074424, -0.633732, 1.510601], [0.537399, -0.492597, 1.671738], [-0.492925, 0.818711, 2.241603], [0.423411, 1.585086, 0.226957], [-2.529036, 0.903957, 0.016779], [-1.644285, 1.592988, -1.190523], [-1.531503, 2.376976, 0.363398], [0.079690, -1.257456, -0.512444], [-0.376607, -0.037634, -1.660550], [1.814373, -0.253726, -2.258758], [2.524980, -0.072683, 0.589100], [3.282159, -1.021372, -0.644600], [3.380350, 0.912103, -0.412195], [-1.725104, -2.482772, 0.088315], [-3.114695, -2.200425, 0.654775], [-2.315951, -1.761661, 0.328925]],
  "atomic_forces_ev_per_a": [[0.0, -0.5, -2.1], [-0.3, 1.7, -0.2], [-0.3, 0.3, -0.5], [-2.1, 0.3, -0.4], [0.1, -0.2, 0.7], [-1.8, 0.1, 0.6], [-0.3, 0.4, 0.3], [0.2, 0.5, 0.9], [0.2, -0.4, 0.6], [0.4, -0.6, 0.5], [0.4, -0.4, 0.8], [0.6, 0.2, -0.1], [-0.4, -0.3, 0.0], [1.0, -0.2, -0.3], [0.7, -0.6, -0.2], [0.1, 0.1, 0.0], [-0.4, -0.3, 0.0], [0.8, 0.7, -0.1], [0.9, -0.7, -0.8], [-0.1, -0.2, -0.2], [0.1, 0.1, -0.1], [0.2, 0.0, 0.4]],
  "lowdin_charge": [0.225, -0.327, -0.045, -0.230, -0.102, -0.080, 0.127, 0.152, 0.172, 0.150, 0.083, 0.093, 0.092, 0.114, 0.131, 0.113, 0.057, 0.092, 0.088, 0.057, 0.078, -0.039],
  "total_charge": 1,
  "e_tot_ha": -345.87541,
  "lumo_energy_ev": -3.1985,
  "spin_multiplicity": 1,
  "gap_ev": 9.532
}

=====

(3)
{
  "formula": "C6H15NO",
  "method": "ωB97M-V/def2-TZVPD",
  "symbols": ["C", "C", "C", "C", "C", "C", "N", "H", "H", "H", "H", "H", "H", "H", "H", "H", "H", "H", "H", "H", "O", "H", "H"],
  "xyz": [[-0.217205, 1.123722, 0.790327], [-0.017485, -0.156595, 0.291422], [-0.333458, -1.356192, 1.146255], [0.807662, -1.351487, 2.230762], [0.463244, -0.211631, -1.129293], [0.203133, -1.568810, -1.679838], [-1.193873, -1.805109, -1.836752], [-0.452662, 1.974825, 0.157132], [-0.727503, 1.489918, 1.630503], [-0.192386, -2.349171, 0.617304], [-1.437656, -1.209652, 1.503992], [0.952501, -2.155524, 2.955577], [1.724560, -1.285944, 1.641006], [0.741739, -0.402385, 2.902589], [1.475973, 0.176337, -1.122975], [-0.109767, 0.581043, -1.629129], [0.839750, -2.373380, -1.214925], [0.680352, -1.536717, -2.746560], [-1.541679, -2.697364, -1.578444], [-1.616032, -1.348400, -2.647025], [0.061382, 5.834063, -0.046696], [0.516219, 5.239537, -0.606420], [-0.626808, 5.388915, 0.371188]],
  "atomic_forces_ev_per_a": [[-1.0, -1.7, -2.0], [-1.2, 3.7, 1.4], [-0.1, -0.7, 1.0], [-0.4, 1.9, 1.2], [-0.5, 0.6, 1.3], [2.7, -0.3, -3.9], [-0.6, 0.6, 0.4], [1.3, -0.1, -1.1], [-0.2, -0.9, 2.2], [-0.7, 1.3, 0.4], [2.2, -0.7, -0.3], [-0.6, -0.4, -0.4], [0.2, 0.1, 0.3], [0.1, -1.4, -1.4], [0.5, -0.6, -0.4], [0.0, -0.5, -0.4], [-1.2, 0.7, 0.0], [-0.5, -0.2, 1.4], [-0.3, -0.5, -0.2], [0.2, -0.7, 0.6], [1.2, 2.4, -0.2], [0.6, -1.1, -0.8], [-1.7, -1.3, 1.0]],
  "lowdin_charge": [0.023, -0.329, -0.216, -0.111, -0.200, -0.344, 0.010, 0.045, 0.032, 0.097, 0.144, 0.054, 0.067, 0.097, 0.117, 0.116, 0.126, 0.126, 0.061, 0.090, -0.011, 0.013, -0.005],
  "total_charge": 0,
  "smiles": "C=C(CC)CCN.O",
  "e_tot_ha": -367.50526,
  "lumo_energy_ev": 0.8115,
  "spin_multiplicity": 1,
  "gap_ev": 9.543
}

=====

(4)
{
  "formula": "C4H8N4",
  "method": "ωB97M-V/def2-TZVPD",
  "symbols": ["C", "N", "C", "C", "C", "N", "N", "N", "H", "H", "H", "H", "H", "H", "H", "H"],
  "xyz": [[-1.343969, -0.844255, -1.872021], [-0.040711, -0.656986, -1.306446], [0.033188, 0.086570, -0.234020], [-1.008748, 0.866936, 0.464236], [-0.477957, 1.186378, 1.623966], [0.889344, 0.947105, 1.681448], [1.264530, 0.360403, 0.469932], [2.432162, -0.411996, 0.383982], [-1.713794, 0.108290, -2.281871], [-1.353878, -1.504079, -2.840818], [-2.086456, -1.224586, -1.036530], [-2.070106, 0.899728, 0.057453], [-0.949283, 1.551417, 2.439941], [1.355505, 0.415962, 2.468860], [2.166572, -1.493152, 0.562302], [2.903601, -0.287736, -0.580414]],
  "atomic_forces_ev_per_a": [[-1.4, -0.7, -0.5], [1.2, 0.6, 1.9], [0.5, -0.5, -2.0], [-1.2, -1.6, -2.3], [2.0, -0.8, -0.5], [1.5, -0.7, 1.6], [-1.6, -0.7, -2.3], [-0.6, -2.1, -0.3], [-0.3, 0.0, 0.3], [0.2, 0.7, 2.2], [1.1, 0.5, -1.9], [1.7, 0.2, 1.0], [-1.2, 1.3, 2.5], [-1.1, 1.1, -0.9], [0.8, 3.1, -1.0], [-1.5, -0.3, 2.1]],
  "lowdin_charge": [-0.212, -0.036, -0.329, -0.020, -0.123, 0.019, -0.203, 0.027, 0.058, 0.091, 0.101, 0.125, 0.083, 0.163, 0.138, 0.119],
  "total_charge": 0,
  "smiles": "C/N=c1\\cc[nH]n1N",
  "e_tot_ha": -376.11387,
  "lumo_energy_ev": 0.8474,
  "spin_multiplicity": 1,
  "gap_ev": 8.446
}

=====

(5)
{
  "formula": "CH2F2N2O",
  "method": "ωB97M-V/def2-TZVPD",
  "symbols": ["C", "N", "N", "O", "F", "F", "H", "H"],
  "xyz": [[0.038742, 1.166568, -1.385631], [0.011286, -1.041400, 2.755346], [0.069363, -1.113275, 1.637355], [0.433648, 1.474344, -0.290726], [-1.165187, -1.351000, 0.637685], [0.954158, -1.010268, 0.690523], [-0.895891, 0.547545, -1.637433], [0.553881, 1.327486, -2.407120]],
  "atomic_forces_ev_per_a": [[-0.4, -1.0, -1.5], [0.3, -0.1, -0.7], [-2.8, -0.1, 0.8], [-0.4, -0.1, -1.2], [0.7, 0.1, 0.9], [1.8, 0.0, -1.0], [0.6, 0.7, 1.1], [0.1, 0.5, 1.5]],
  "lowdin_charge": [-0.164, 0.273, -0.234, -0.021, -0.147, 0.110, 0.091, 0.092],
  "total_charge": 0,
  "e_tot_ha": -423.55921,
  "lumo_energy_ev": -0.2054,
  "spin_multiplicity": 1,
  "gap_ev": 10.142
}

=====

(6)
{
  "formula": "C22H14N9O4RuS2",
  "method": "ωB97M-V/def2-TZVPD",
  "symbols": ["Ru", "C", "C", "N", "C", "C", "N", "C", "C", "C", "C", "C", "N", "C", "C", "N", "C", "C", "N", "C", "C", "C", "N", "C", "C", "H", "H", "H", "H", "H", "H", "H", "H", "H", "H", "H", "H", "O", "S", "O", "O", "S", "N", "C", "O", "C", "C", "N", "C", "N", "H", "H"],
  "xyz": [[-0.426100, 0.561900, -0.143900], [-3.977500, -1.920100, -0.177000], [-2.939800, -1.114400, -0.611600], [-2.059500, -0.610500, 0.244500], [-2.199500, -0.901500, 1.575800], [-3.268100, -1.721300, 1.965600], [-4.127200, -2.225400, 1.116100], [-1.190700, -0.345300, 2.447000], [-1.160600, -0.381500, 3.831900], [-0.142500, 0.290200, 4.528700], [0.890000, 0.885200, 3.777800], [0.849600, 0.856500, 2.393200], [-0.209100, 0.296200, 1.781600], [1.821000, 1.374400, 1.448200], [3.063500, 1.950600, 1.744100], [3.869200, 2.407200, 0.816600], [3.475200, 2.324000, -0.454200], [2.271100, 1.732600, -0.799500], [1.464000, 1.256400, 0.135900], [-0.155000, 0.385100, 5.990600], [0.956300, 0.832400, 6.718700], [0.874900, 0.940100, 8.095000], [-0.204900, 0.621600, 8.784900], [-1.257900, 0.180700, 8.121700], [-1.289800, 0.055200, 6.744600], [-4.697200, -2.337400, -0.863400], [-2.801900, -0.862600, -1.657700], [-3.402900, -1.985200, 3.005200], [-1.931800, -0.913600, 4.360900], [1.702700, 1.387900, 4.273100], [3.412700, 2.024500, 2.764500], [4.151800, 2.719000, -1.197300], [1.943500, 1.624800, -1.827500], [1.883800, 1.092400, 6.236400], [1.713000, 1.299700, 8.675500], [-2.119300, -0.078800, 8.723200], [-2.202100, -0.276400, 6.278000], [-2.272000, 1.929200, 0.986100], [-1.650600, 2.991500, 0.188100], [-2.398700, 4.204400, 0.092800], [-0.231400, 3.128800, 0.496000], [-1.569200, 2.080600, -1.697300], [-0.559200, -1.260200, -4.180300], [-0.178700, -1.218700, -2.888100], [0.174400, -0.138900, -2.371300], [-0.197700, -2.462200, -2.139000], [0.212000, -2.270000, -0.839600], [0.536400, -1.771800, 0.162400], [-0.713900, -3.635600, -2.668200], [-1.169600, -4.579400, -3.147200], [-0.615500, -0.386300, -4.679800], [-0.838100, -2.123400, -4.614300]],
  "atomic_forces_ev_per_a": [[0.0, -0.6, -2.6], [0.0, -0.2, 0.8], [0.2, 0.1, -0.2], [-1.0, -0.2, 0.7], [-1.2, -0.7, -1.5], [1.1, 0.6, 0.4], [-0.6, -0.2, -1.0], [1.1, 0.8, 0.6], [0.2, 0.2, -0.1], [0.2, 0.0, -1.2], [-0.3, -0.1, 0.1], [-1.1, -0.5, 0.5], [0.1, -0.4, 1.4], [1.1, 0.5, -1.3], [-1.0, -0.6, 0.4], [0.4, 0.4, -0.8], [0.2, -0.1, 0.6], [0.0, -0.1, -0.2], [0.6, 0.7, 0.6], [0.0, 0.0, 1.2], [-0.2, -0.1, -0.3], [0.1, 0.0, -0.2], [0.0, 0.0, 0.6], [-0.1, 0.0, -0.1], [0.3, 0.1, -0.3], [0.0, 0.0, -0.1], [-0.1, 0.0, 0.1], [0.0, 0.0, 0.1], [-0.1, 0.0, 0.1], [0.1, 0.1, 0.0], [-0.1, 0.0, 0.1], [0.0, 0.0, -0.1], [0.0, 0.0, 0.1], [0.1, 0.0, 0.0], [0.1, 0.0, 0.0], [-0.1, 0.0, -0.1], [-0.1, 0.0, -0.1], [0.1, -0.2, 0.7], [-0.7, 0.9, -1.4], [-0.1, 0.2, 0.2], [0.2, 0.2, 0.7], [0.3, -0.6, 0.8], [0.0, 0.4, 0.0], [-0.1, -1.2, 0.1], [0.0, 0.8, 0.8], [0.1, 1.2, -0.5], [0.3, 0.5, 0.8], [0.3, -0.7, -0.1], [-0.2, -0.6, -0.1], [-0.1, -0.3, -0.2], [0.0, -0.2, 0.0], [0.0, 0.0, 0.0]],
  "lowdin_charge": [1.191, -0.059, -0.072, -0.036, -0.161, -0.049, 0.105, -0.175, 0.088, -0.098, 0.090, -0.157, -0.033, -0.156, -0.049, 0.102, -0.066, -0.058, -0.036, -0.153, -0.002, -0.131, 0.068, -0.130, 0.000, 0.118, 0.113, 0.119, 0.109, 0.108, 0.120, 0.116, 0.118, 0.102, 0.111, 0.111, 0.104, -0.412, 0.083, -0.335, -0.413, 0.398, 0.194, -0.526, -0.156, -0.225, -0.212, 0.132, -0.260, 0.135, 0.121, 0.102],
  "total_charge": 0,
  "e_tot_ha": -2531.77339,
  "lumo_energy_ev": [-2.2994, -2.4684],
  "spin_multiplicity": 2,
  "gap_ev": [6.045, 5.912]
}

=====

Quick rundown of energy relative to the best compared isomer or geometry (same formula, charge and spin), same order as above: 2.828 1.913 3.430 3.662 4.392 0.000 eV